Formula: C42H110N6O14
Source: the OMol25 dataset
Level of theory: ωB97M-V/def2-TZVPD

Each atom is followed by the atoms it is bonded to, with distances in Å.
Atoms and positions in Å:
1 C -0.67259 1.86531 -0.06222  C2 1.524, H5 1.099, H6 1.094, H7 1.097
2 C 0.74465 1.74511 0.48447  C1 1.524, C3 1.524, O4 1.377, H8 1.120
3 C 0.93875 0.50713 1.35121  C2 1.524, H9 1.097, H10 1.092, H11 1.095
4 O 1.70667 1.88268 -0.49155  C2 1.377
5 H -0.82616 1.20827 -0.92919  C1 1.099
6 H -0.98286 2.83154 -0.47100  C1 1.094
7 H -1.42058 1.57548 0.68551  C1 1.097
8 H 0.85445 2.57725 1.22539  C2 1.120
9 H 0.54726 0.59731 2.37153  C3 1.097
10 H 2.00880 0.38831 1.53336  C3 1.092
11 H 0.49498 -0.40484 0.93792  C3 1.095
12 C 2.56649 1.87833 4.49666  C13 1.540, H16 1.097, H17 1.092, H18 1.100
13 C 3.88119 1.52097 5.21556  C12 1.540, C14 1.529, O15 1.367, H19 1.116
14 C 4.50320 2.83360 5.69168  C13 1.529, H20 1.093, H21 1.094, H22 1.103
15 O 3.79063 0.66110 6.27461  C13 1.367
16 H 1.89512 2.38980 5.19704  C12 1.097
17 H 2.06918 1.00369 4.07189  C12 1.092
18 H 2.66340 2.61754 3.68802  C12 1.100
19 H 4.57786 1.08675 4.46005  C13 1.116
20 H 5.56972 2.75707 5.91783  C14 1.093
21 H 4.08020 3.19847 6.63195  C14 1.094
22 H 4.41872 3.69020 5.00195  C14 1.103
23 C -3.66750 3.95413 3.07858  O24 1.426, H34 1.084, H35 1.099, H36 1.092
24 O -2.84043 4.88822 2.38803  C23 1.426, C25 1.420
25 C -1.46738 4.52738 2.42465  O24 1.420, C26 1.506, H37 1.094, H38 1.096
26 C -0.86344 5.41798 1.37039  C25 1.506, N27 1.523, H39 1.083, H40 1.093
27 N -1.04728 6.88349 1.74015  C26 1.523, H28 1.023, H29 1.020, C30 1.540
28 H -1.14090 6.80277 2.75558  N27 1.023
29 H -0.26327 7.52205 1.60374  N27 1.020
30 C -2.19850 7.65928 1.07327  N27 1.540, C31 1.511, H41 1.086, H42 1.087
31 C -1.74431 8.05574 -0.31228  C30 1.511, O32 1.410, H43 1.103, H44 1.093
32 O -1.65944 6.90377 -1.12125  C31 1.410, C33 1.422
33 C -1.11677 7.21652 -2.39833  O32 1.422, H45 1.090, H46 1.092, H47 1.093
34 H -4.66666 4.34373 3.23574  C23 1.084
35 H -3.24260 3.83970 4.08543  C23 1.099
36 H -3.60267 2.97822 2.59394  C23 1.092
37 H -1.34496 3.49719 2.07873  C25 1.094
38 H -1.09516 4.66755 3.44575  C25 1.096
39 H -1.25447 5.20431 0.38356  C26 1.083
40 H 0.22519 5.32428 1.37200  C26 1.093
41 H -2.38145 8.49384 1.74446  C30 1.086
42 H -2.99231 6.91603 1.07176  C30 1.087
43 H -0.73304 8.49363 -0.25508  C31 1.103
44 H -2.39525 8.82975 -0.72696  C31 1.093
45 H -1.52631 6.65272 -3.23588  C33 1.090
46 H -0.03587 7.06480 -2.36630  C33 1.092
47 H -1.33898 8.24601 -2.69240  C33 1.093
48 C 4.61080 -3.33512 2.34826  O49 1.407, H59 1.096, H60 1.088, H61 1.095
49 O 3.56977 -3.11296 3.26868  C48 1.407, C50 1.395
50 C 3.30326 -1.78708 3.60978  O49 1.395, C51 1.507, H62 1.101, H63 1.100
51 C 2.08628 -1.70577 4.49556  C50 1.507, N52 1.513, H64 1.091, H65 1.085
52 N 2.38490 -1.76139 5.97745  C51 1.513, H53 1.047, H54 1.023, C55 1.496
53 H 2.82152 -0.85826 6.27662  N52 1.047
54 H 1.44712 -1.81929 6.38186  N52 1.023
55 C 3.16031 -2.93291 6.49010  N52 1.496, C56 1.507, H66 1.087, H67 1.089
56 C 2.18883 -4.06604 6.70099  C55 1.507, O57 1.415, H68 1.098, H69 1.094
57 O 1.00469 -3.70663 7.38638  C56 1.415, C58 1.428
58 C 1.22220 -3.55582 8.78919  O57 1.428, H70 1.087, H71 1.095, H72 1.091
59 H 4.38433 -2.97675 1.33733  C48 1.096
60 H 4.81679 -4.39494 2.21291  C48 1.088
61 H 5.49554 -2.85570 2.77931  C48 1.095
62 H 3.09824 -1.11435 2.76262  C50 1.101
63 H 4.18249 -1.29171 4.04830  C50 1.100
64 H 1.41961 -2.56917 4.46674  C51 1.091
65 H 1.52394 -0.78432 4.39057  C51 1.085
66 H 3.72504 -2.57933 7.34920  C55 1.087
67 H 3.89597 -3.19525 5.73128  C55 1.089
68 H 2.63232 -4.91358 7.24095  C56 1.098
69 H 1.91444 -4.57654 5.77358  C56 1.094
70 H 0.45827 -2.88530 9.17373  C58 1.087
71 H 2.17626 -3.06755 9.01236  C58 1.095
72 H 1.23498 -4.51818 9.30198  C58 1.091
73 C 0.67941 -0.78576 -5.30117  O74 1.414, H84 1.095, H85 1.090, H86 1.096
74 O 1.89053 -0.36554 -4.70343  C73 1.414, C75 1.414
75 C 1.90579 0.98399 -4.28274  O74 1.414, C76 1.510, H87 1.098, H88 1.097
76 C 3.29572 1.34193 -3.81489  C75 1.510, N77 1.502, H89 1.090, H90 1.089
77 N 3.57445 0.90968 -2.40370  C76 1.502, H78 1.020, H79 1.044, C80 1.473
78 H 4.36558 1.46606 -2.08091  N77 1.020
79 H 2.79683 1.27256 -1.80959  N77 1.044
80 C 3.80292 -0.53264 -2.21131  N77 1.473, C81 1.516, H91 1.090, H92 1.090
81 C 4.03250 -0.88654 -0.75540  C80 1.516, O82 1.414, H93 1.100, H94 1.088
82 O 5.05955 -0.16038 -0.11038  C81 1.414, C83 1.431
83 C 6.36936 -0.63019 -0.44351  O82 1.431, H95 1.093, H96 1.090, H97 1.089
84 H -0.20430 -0.84839 -4.65805  C73 1.095
85 H 0.85478 -1.78229 -5.70579  C73 1.090
86 H 0.51758 -0.13554 -6.16871  C73 1.096
87 H 1.18575 1.22783 -3.49091  C75 1.098
88 H 1.66414 1.60196 -5.15656  C75 1.097
89 H 3.39212 2.42745 -3.77775  C76 1.090
90 H 4.08088 1.00997 -4.49296  C76 1.089
91 H 4.58866 -0.90176 -2.86984  C80 1.090
92 H 2.93166 -1.09499 -2.54776  C80 1.090
93 H 4.36783 -1.93380 -0.78679  C81 1.100
94 H 3.13221 -0.89637 -0.14391  C81 1.088
95 H 7.01098 0.25091 -0.35899  C83 1.093
96 H 6.44504 -0.92269 -1.49102  C83 1.090
97 H 6.76268 -1.34065 0.28156  C83 1.089
98 C -5.37772 -2.11700 -0.89830  O99 1.446, H109 1.088, H110 1.089, H111 1.089
99 O -5.91937 -1.87887 -2.21758  C98 1.446, C100 1.394
100 C -6.93094 -2.80427 -2.46985  O99 1.394, C101 1.528, H112 1.098, H113 1.103
101 C -7.48334 -2.57945 -3.87703  C100 1.528, N102 1.504, H114 1.085, H115 1.089
102 N -6.38867 -2.20198 -4.83646  C101 1.504, H103 1.023, H104 1.025, C105 1.495
103 H -6.82632 -1.48650 -5.42299  N102 1.023
104 H -5.60568 -1.73615 -4.36601  N102 1.025
105 C -6.01511 -3.26485 -5.81894  N102 1.495, C106 1.516, H116 1.085, H117 1.092
106 C -4.86843 -2.80714 -6.69901  C105 1.516, O107 1.415, H118 1.098, H119 1.095
107 O -3.77271 -2.37760 -5.91349  C106 1.415, C108 1.429
108 C -2.79647 -1.74499 -6.74427  O107 1.429, H120 1.088, H121 1.092, H122 1.092
109 H -4.68304 -1.28370 -0.81194  C98 1.088
110 H -4.84804 -3.06725 -0.85874  C98 1.089
111 H -6.13719 -2.06542 -0.11890  C98 1.089
112 H -7.80146 -2.84650 -1.80146  C100 1.098
113 H -6.58197 -3.84428 -2.35572  C100 1.103
114 H -8.26851 -1.82996 -3.87159  C101 1.085
115 H -7.88814 -3.55042 -4.15699  C101 1.089
116 H -6.87681 -3.55468 -6.41077  C105 1.085
117 H -5.59197 -4.07467 -5.22173  C105 1.092
118 H -5.17888 -1.96776 -7.33455  C106 1.098
119 H -4.59433 -3.65610 -7.33367  C106 1.095
120 H -3.21173 -0.98641 -7.40462  C108 1.088
121 H -2.17012 -2.50647 -7.21461  C108 1.092
122 H -2.08571 -1.24975 -6.07910  C108 1.092
123 C 6.14647 6.78873 1.63406  O124 1.428, H134 1.091, H135 1.090, H136 1.089
124 O 5.69689 5.48491 1.26374  C123 1.428, C125 1.405
125 C 4.56413 5.05565 1.97500  O124 1.405, C126 1.517, H137 1.098, H138 1.096
126 C 3.99365 3.81755 1.30902  C125 1.517, N127 1.504, H139 1.086, H140 1.089
127 N 3.73939 4.09083 -0.14834  C126 1.504, H128 1.023, H129 1.037, C130 1.483
128 H 4.64883 4.07387 -0.61578  N127 1.023
129 H 3.27513 3.23085 -0.49412  N127 1.037
130 C 2.95976 5.27799 -0.57485  N127 1.483, C131 1.535, H141 1.088, H142 1.092
131 C 2.77552 5.25627 -2.09881  C130 1.535, O132 1.394, H143 1.094, H144 1.095
132 O 2.13966 4.10498 -2.56154  C131 1.394, C133 1.421
133 C 0.72951 4.08558 -2.38676  O132 1.421, H145 1.090, H146 1.087, H147 1.092
134 H 5.31659 7.48004 1.78856  C123 1.091
135 H 6.70687 7.16666 0.77907  C123 1.090
136 H 6.84398 6.70561 2.46679  C123 1.089
137 H 3.75612 5.79368 2.06097  C125 1.098
138 H 4.93604 4.75906 2.96210  C125 1.096
139 H 3.05866 3.49973 1.76094  C126 1.086
140 H 4.76143 3.05100 1.40256  C126 1.089
141 H 3.42299 6.19168 -0.20920  C130 1.088
142 H 1.99847 5.19746 -0.06397  C130 1.092
143 H 3.76541 5.30021 -2.56299  C131 1.094
144 H 2.27652 6.17921 -2.41322  C131 1.095
145 H 0.53586 4.22670 -1.32381  C133 1.090
146 H 0.37415 3.08964 -2.63720  C133 1.087
147 H 0.16176 4.75049 -3.04055  C133 1.092
148 C -5.85512 -10.83444 -2.25026  O149 1.430, H159 1.094, H160 1.090, H161 1.086
149 O -4.86880 -9.92058 -1.76408  C148 1.430, C150 1.401
150 C -5.24256 -9.31260 -0.55827  O149 1.401, C151 1.515, H162 1.093, H163 1.100
151 C -4.03714 -8.51968 -0.09747  C150 1.515, N152 1.501, H164 1.090, H165 1.088
152 N -3.48239 -7.71231 -1.23485  C151 1.501, H153 1.021, H154 1.033, C155 1.507
153 H -2.49896 -7.47198 -1.10194  N152 1.021
154 H -3.43795 -8.43477 -1.97156  N152 1.033
155 C -4.22823 -6.48806 -1.69896  N152 1.507, C156 1.525, H166 1.089, H167 1.089
156 C -3.39700 -5.60244 -2.62180  C155 1.525, O157 1.413, H168 1.094, H169 1.097
157 O -3.26653 -4.35093 -1.97924  C156 1.413, C158 1.407
158 C -2.45731 -3.43402 -2.67523  O157 1.407, H170 1.096, H171 1.088, H172 1.099
159 H -6.75827 -10.29760 -2.55373  C148 1.094
160 H -6.13290 -11.59832 -1.52353  C148 1.090
161 H -5.43245 -11.31273 -3.12907  C148 1.086
162 H -5.52187 -10.00005 0.24469  C150 1.093
163 H -6.08966 -8.62676 -0.70664  C150 1.100
164 H -3.24896 -9.22017 0.17713  C151 1.090
165 H -4.28645 -7.88703 0.75192  C151 1.088
166 H -4.52688 -5.98905 -0.77805  C155 1.089
167 H -5.14687 -6.85895 -2.15044  C155 1.089
168 H -3.93973 -5.42303 -3.55450  C156 1.094
169 H -2.43401 -6.08806 -2.82197  C156 1.097
170 H -1.39675 -3.71134 -2.67746  C158 1.096
171 H -2.53657 -2.43024 -2.26361  C158 1.088
172 H -2.73365 -3.35604 -3.73557  C158 1.099

The calculation puts the lowest unoccupied orbital energy at -0.262 hartree. The HOMO energy is -12.212 eV. The calculation puts the largest force on an atom at 2.176 eV/Å. The net charge is +4. The energy relative to the best compared isomer or geometry (same formula, charge and spin) comes out at 0.919 eV. As for the orbital gap: 5.1 eV. The multiplicity is 1.